{
  "formula": "C14H42ClO11",
  "method": "ωB97M-V/def2-TZVPD",
  "fmax_ev_per_a": 3.6,
  "s_squared": 0.761,
  "energy_ev": -50229.39018,
  "multiplicity": 2,
  "homo_lumo_gap_ev": [10.4, 3.9],
  "e_homo_ev": [-10.01, -10.01],
  "elements": ["Cl", "O", "O", "O", "O", "C", "C", "O", "H", "H", "H", "H", "H", "H", "C", "C", "O", "H", "H", "H", "H", "H", "H", "C", "C", "O", "H", "H", "H", "H", "H", "H", "C", "C", "O", "H", "H", "H", "H", "H", "H", "C", "C", "O", "H", "H", "H", "H", "H", "H", "C", "C", "O", "H", "H", "H", "H", "H", "H", "C", "C", "O", "H", "H", "H", "H", "H", "H"],
  "coordinates": [[0.44813, -0.20192, -0.24079], [-0.80574, -0.81126, 0.05298], [0.33686, 1.17497, -0.53288], [1.25205, -0.41435, 0.90842], [1.16677, -0.88691, -1.28224], [-0.72753, 4.62684, -0.82862], [0.24377, 4.80771, -2.04968], [1.37338, 3.90778, -1.93340], [-0.85282, 3.54718, -0.74653], [-1.73952, 5.02484, -0.75405], [-0.13376, 4.94666, 0.02768], [0.54838, 5.85325, -2.09607], [-0.23247, 4.55891, -2.99804], [1.87320, 4.10900, -1.13886], [4.48932, -1.99708, -2.81319], [5.22438, -0.92659, -3.59820], [4.25526, -0.23518, -4.41777], [5.20303, -2.67136, -2.33984], [3.87706, -2.55578, -3.52108], [3.86912, -1.51842, -2.05533], [6.11235, -1.30197, -4.10681], [5.66781, -0.09079, -3.05699], [3.85001, -0.78937, -5.08879], [-1.29296, -2.37835, -3.90714], [0.13703, -2.07196, -4.26849], [0.11238, -0.78654, -4.93822], [-1.63546, -1.60637, -3.21805], [-1.41486, -3.35010, -3.42865], [-1.98992, -2.55380, -4.72663], [0.51924, -2.86333, -4.91327], [0.81703, -1.95310, -3.42494], [-0.40566, -0.90821, -5.73724], [-1.03369, 2.60152, 2.70881], [0.05024, 2.51886, 3.74526], [-0.33752, 3.23032, 4.89100], [-1.04703, 3.61911, 2.31837], [-1.99921, 2.29882, 3.11404], [-0.94031, 1.90333, 1.87700], [1.06229, 2.73739, 3.40453], [0.12199, 1.46978, 4.03231], [0.30693, 3.01788, 5.57008], [-3.88980, 0.84129, 0.75044], [-3.72546, 1.98872, -0.25249], [-4.78711, 1.89139, -1.11735], [-4.63121, 1.18622, 1.47115], [-2.94116, 0.75534, 1.28037], [-4.07659, -0.13297, 0.29876], [-2.82040, 1.88833, -0.85158], [-3.49991, 2.89427, 0.31074], [-4.70848, 1.08465, -1.63174], [-0.71365, -4.01697, 1.53713], [-2.16216, -3.77304, 1.06719], [-2.76196, -2.60618, 1.59175], [-0.18589, -3.06797, 1.44247], [-0.10400, -4.65037, 0.89273], [-0.71203, -4.23473, 2.60515], [-2.79956, -4.63411, 1.26808], [-2.06342, -3.56320, 0.00214], [-2.28809, -1.84781, 1.24257], [0.76728, -1.82199, 5.00533], [1.97649, -1.56466, 4.18552], [2.15676, -0.16329, 3.87063], [0.86800, -1.40003, 6.00529], [0.56127, -2.88637, 4.89241], [-0.14400, -1.39085, 4.59085], [1.83956, -1.98096, 3.18749], [2.80023, -1.85940, 4.83565], [1.71572, -0.01670, 3.03062]],
  "atomic_forces_ev_per_a": [[-3.2, 1.6, -0.2], [0.1, 0.1, -0.9], [0.1, -0.4, -0.1], [2.3, -0.5, 1.4], [0.7, -0.7, -0.3], [1.3, -1.0, -0.4], [-0.7, -0.2, 0.6], [-0.9, 0.6, -0.3], [0.0, -0.1, 0.2], [0.3, 0.6, -0.6], [-0.3, 0.1, 0.3], [0.3, 0.0, -0.1], [0.0, -0.1, 0.1], [-0.1, 0.2, 0.1], [0.8, 0.4, 0.2], [-0.7, 0.8, -0.5], [0.7, 0.2, 0.0], [-0.1, -0.1, 0.1], [-0.1, -0.1, 0.2], [-0.1, -0.2, -0.1], [-0.3, -0.4, -0.8], [-0.3, -0.2, 0.8], [0.2, -0.3, 0.1], [-0.2, -1.0, 1.1], [-0.7, 0.7, -1.0], [0.7, -0.6, 0.2], [-0.4, 0.0, -0.2], [0.4, -0.1, 0.6], [0.3, 0.8, -0.5], [0.3, 0.0, -0.2], [-0.3, -0.1, 0.0], [-0.1, 0.1, -0.1], [-0.1, 0.4, -0.4], [-0.2, -2.0, 0.1], [0.1, 0.7, 0.2], [-0.5, 0.0, -0.2], [0.0, 0.5, 0.4], [0.7, 0.1, -0.1], [0.0, 0.7, -0.3], [0.1, -0.3, 0.1], [0.0, 0.1, 0.2], [1.3, 1.0, 0.5], [1.8, -2.3, 0.5], [-2.0, 1.7, -1.1], [-0.3, -0.6, 0.0], [0.1, -0.2, 0.4], [-0.4, 0.2, 0.0], [0.5, -0.3, 0.1], [-1.3, 0.6, -0.3], [0.1, 0.0, 0.1], [-0.4, 1.2, 0.4], [1.2, 0.3, -1.0], [-0.2, -0.2, 0.9], [0.0, 0.3, 0.1], [-0.5, -0.7, 0.3], [0.3, -0.5, -0.1], [-0.1, 0.2, -0.1], [-0.3, -0.7, -0.5], [0.0, 0.0, 0.0], [-1.3, 0.1, -0.3], [-0.3, 1.6, -0.6], [0.2, 0.0, 0.6], [0.0, -0.6, 0.2], [0.1, -0.3, 1.0], [0.0, 0.4, -0.3], [0.7, -1.2, 0.3], [0.6, -0.3, -0.9], [0.0, 0.1, 0.1]]
}

***

{
  "formula": "C3H4MgO4",
  "method": "ωB97M-V/def2-TZVPD",
  "fmax_ev_per_a": 4.4,
  "energy_ev": -16808.55759,
  "de_lowest_kj_mol": 126.0,
  "homo_lumo_gap_ev": [9.5, 5.6],
  "e_homo_ev": [-9.97, -6.50],
  "elements": ["C", "C", "O", "C", "O", "O", "O", "H", "H", "H", "Mg", "H"],
  "coordinates": [[0.71692, -2.75899, 0.43974], [0.01428, -1.54620, -0.11027], [0.33484, -0.37898, 0.70963], [-0.21990, 0.75806, 0.42675], [-0.98895, 0.92337, -0.57614], [-0.01428, 1.75012, 1.20225], [0.84621, -3.71468, -0.65128], [0.04914, -3.21594, 1.20231], [0.36318, -1.37203, -1.16689], [-0.00350, -3.80337, -1.14814], [-1.16723, 2.83503, -0.01958], [-1.09465, -1.57965, -0.14898]],
  "atomic_forces_ev_per_a": [[-3.4, -1.8, -2.2], [0.8, 1.7, -1.1], [0.6, -1.4, 0.2], [-0.8, 1.6, 0.1], [0.1, -0.8, -0.3], [0.4, -0.6, 0.0], [-0.1, 0.9, 1.1], [1.5, 0.1, 0.5], [-0.2, 0.0, 1.0], [0.9, 0.3, 0.6], [-0.2, 0.5, 0.0], [0.5, -0.5, 0.2]]
}

***

{
  "formula": "C17H48FN9O21PS",
  "method": "ωB97M-V/def2-TZVPD",
  "fmax_ev_per_a": 0.9,
  "energy_ev": -97630.34867,
  "homo_lumo_gap_ev": 5.0,
  "total_charge": -1,
  "e_homo_ev": -4.08,
  "elements": ["C", "C", "P", "C", "C", "C", "O", "C", "S", "O", "O", "C", "C", "F", "H", "H", "H", "H", "H", "H", "H", "H", "H", "H", "H", "H", "H", "H", "H", "H", "H", "H", "H", "H", "H", "C", "N", "O", "O", "H", "H", "H", "C", "N", "O", "O", "H", "H", "H", "C", "N", "O", "O", "H", "H", "H", "C", "N", "O", "O", "H", "H", "H", "C", "N", "O", "O", "H", "H", "H", "C", "N", "O", "O", "H", "H", "H", "C", "N", "O", "O", "H", "H", "H", "C", "N", "O", "O", "H", "H", "H", "C", "N", "O", "O", "H", "H", "H"],
  "coordinates": [[3.53989, 1.11486, 2.62083], [2.72193, 1.72230, 1.46110], [0.95601, 1.00628, 1.22024], [-0.90858, 0.45169, 0.97899], [-1.68363, -0.05670, 2.19373], [-1.17753, -1.36041, 2.80469], [-1.78889, 0.98119, 3.18552], [0.72656, 2.22425, -0.37143], [0.12479, 3.76598, 0.10199], [1.16763, 4.58345, 0.68097], [-0.73180, 4.38577, -0.90037], [1.52029, -0.43795, 0.04392], [2.98916, -0.78770, -0.05067], [0.86046, -1.63659, 0.43849], [4.54768, 0.84548, 2.28260], [3.64440, 1.82624, 3.44451], [3.09265, 0.18817, 2.99405], [3.31252, 1.79406, 0.54857], [2.52528, 2.76420, 1.74178], [0.45041, 2.05642, 2.11986], [1.10414, 0.10986, 2.36751], [-1.45022, 1.35554, 0.65464], [-1.01779, -0.26878, 0.16181], [-2.71962, -0.24870, 1.86637], [-0.84093, -2.05622, 2.03943], [-0.35039, -1.15777, 3.49311], [-1.98232, -1.82302, 3.38939], [-1.47531, 0.63212, 4.01956], [1.64450, 2.39882, -0.94005], [-0.00749, 1.79127, -1.05698], [-0.69541, 3.39944, 1.10790], [1.14956, -0.23004, -0.97017], [3.10360, -1.69031, -0.66893], [3.41926, -1.01449, 0.92863], [3.56559, 0.00606, -0.52680], [3.42937, 0.60704, -4.66922], [2.60605, 0.97696, -3.48899], [3.10609, 1.66338, -2.62658], [1.47423, 0.53421, -3.46732], [4.40925, 1.05887, -4.56383], [3.49391, -0.47504, -4.68907], [2.90886, 0.97693, -5.54832], [6.06099, -2.99884, -6.77463], [5.37083, -2.24577, -5.69687], [6.00836, -1.81442, -4.76668], [4.16415, -2.13607, -5.83509], [7.12236, -3.03921, -6.56059], [5.60131, -3.98484, -6.77651], [5.85625, -2.47713, -7.70489], [-6.02020, 0.57943, 3.27195], [-5.69504, -0.86927, 3.24848], [-4.59579, -1.21298, 3.62659], [-6.55146, -1.63408, 2.84126], [-5.14987, 1.10802, 3.64244], [-6.25268, 0.87065, 2.25331], [-6.87710, 0.72135, 3.91934], [-6.18946, -3.13306, 5.80162], [-7.18120, -2.73752, 6.83685], [-7.69716, -3.61193, 7.50298], [-7.41160, -1.55188, 6.94951], [-6.08707, -4.21110, 5.82239], [-6.56114, -2.78852, 4.84102], [-5.25391, -2.63753, 6.04188], [-3.93071, 3.93162, 0.76046], [-5.03382, 3.43765, 1.62324], [-5.03137, 3.73549, 2.80087], [-5.88041, 2.74789, 1.09096], [-3.25555, 4.51642, 1.37268], [-3.44012, 3.05704, 0.34462], [-4.37767, 4.52251, -0.03273], [2.96068, -6.32441, -8.66073], [3.84615, -5.81361, -7.58087], [3.33119, -5.33280, -6.59890], [5.04973, -5.90537, -7.75348], [1.93352, -6.16717, -8.35395], [3.20297, -5.77195, -9.56336], [3.18779, -7.37815, -8.78968], [6.30714, 3.71579, 1.04583], [6.65743, 2.28014, 0.86210], [7.78834, 1.91965, 1.13069], [5.76142, 1.57397, 0.47031], [7.18325, 4.23960, 1.40941], [5.97745, 4.09153, 0.08218], [5.48403, 3.74987, 1.75474], [-6.01933, 4.13318, 6.06761], [-7.38979, 3.65593, 5.73189], [-7.48558, 2.58435, 5.17769], [-8.31562, 4.38266, 6.02456], [-5.30942, 3.38650, 5.73391], [-5.87395, 5.07636, 5.55065], [-5.98445, 4.27777, 7.14316], [1.10183, -2.99862, -4.86081], [0.28904, -4.12470, -5.39669], [-0.36050, -3.93083, -6.40570], [0.33969, -5.17735, -4.79882], [0.95772, -2.13954, -5.50422], [0.76864, -2.79352, -3.84749], [2.13559, -3.33031, -4.86592]],
  "atomic_forces_ev_per_a": [[0.2, -0.1, -0.5], [0.0, 0.5, 0.7], [-0.1, -0.3, 0.6], [0.0, 0.5, 0.1], [-0.2, -0.3, -0.3], [-0.2, 0.2, 0.4], [-0.2, 0.1, -0.1], [0.0, -0.1, -0.5], [-0.2, 0.1, -0.2], [0.1, 0.1, 0.0], [-0.1, 0.0, 0.0], [0.1, 0.2, -0.5], [0.0, -0.4, -0.1], [0.0, -0.1, 0.1], [-0.1, 0.0, 0.1], [-0.1, -0.2, 0.1], [-0.1, 0.1, 0.1], [-0.1, -0.3, 0.0], [-0.1, -0.1, -0.2], [0.0, 0.0, -0.2], [0.1, 0.0, -0.1], [0.0, -0.1, 0.0], [0.0, 0.0, 0.1], [0.1, 0.0, 0.0], [0.1, 0.1, 0.0], [0.1, -0.1, -0.2], [0.1, 0.0, -0.1], [0.1, 0.0, 0.1], [0.0, 0.0, 0.3], [0.0, 0.1, 0.1], [-0.1, 0.0, 0.2], [0.0, 0.0, 0.1], [0.0, 0.1, 0.1], [0.0, 0.1, -0.1], [-0.1, 0.0, 0.1], [0.1, 0.2, 0.1], [0.0, -0.1, 0.0], [0.1, 0.1, -0.1], [0.0, 0.0, 0.0], [0.0, 0.0, 0.1], [0.0, 0.1, 0.0], [0.0, -0.1, 0.0], [0.1, -0.1, 0.1], [-0.1, -0.1, -0.2], [0.0, 0.0, 0.0], [0.0, 0.0, 0.0], [0.0, 0.0, 0.1], [0.2, 0.0, -0.1], [0.0, 0.0, 0.0], [0.2, -0.1, 0.0], [0.1, 0.1, -0.1], [0.0, -0.1, 0.1], [-0.1, 0.0, 0.0], [0.0, 0.0, 0.0], [-0.1, 0.0, 0.1], [-0.1, -0.1, 0.0], [0.0, -0.1, 0.0], [0.0, 0.0, 0.0], [0.0, 0.0, 0.0], [0.0, 0.1, 0.0], [0.0, 0.0, 0.0], [0.0, 0.0, 0.0], [0.0, 0.1, 0.0], [0.2, 0.0, 0.1], [0.0, 0.0, 0.0], [0.0, 0.1, 0.0], [-0.1, 0.1, -0.1], [0.0, 0.0, 0.0], [0.1, 0.0, 0.0], [0.0, 0.0, 0.0], [-0.1, 0.0, 0.0], [0.1, 0.0, 0.1], [-0.1, 0.1, 0.1], [-0.1, -0.1, -0.2], [0.0, 0.0, 0.0], [0.0, 0.0, 0.0], [0.0, 0.0, 0.0], [0.1, 0.1, 0.1], [-0.2, 0.2, 0.1], [0.0, 0.0, 0.0], [0.3, -0.3, -0.3], [0.0, 0.0, 0.0], [-0.1, 0.0, 0.0], [0.0, 0.0, 0.0], [0.1, -0.1, 0.0], [0.2, 0.1, -0.1], [-0.2, -0.1, 0.0], [-0.1, 0.0, 0.0], [0.0, 0.0, 0.0], [0.0, 0.0, 0.0], [0.0, 0.0, 0.0], [0.0, 0.1, 0.0], [0.1, 0.0, 0.0], [0.0, 0.0, -0.1], [0.0, 0.0, 0.0], [0.0, 0.0, 0.0], [0.0, -0.1, 0.0], [0.0, 0.0, 0.1]]
}

***

Question: Number 1 is which compound?
Answer: C14H42ClO11